# 1
ORCA calculation (ωB97M-V/def2-TZVPD) on H5NO3SSi as an isolated structure in a non-equilibrium geometry.

Positions of all 11 atoms, in Å:
N -1.520 -1.686 0.878
O 1.042 -1.367 1.229
O 0.149 -2.598 -0.747
O -0.100 -0.072 -0.494
Si 0.978 1.150 -0.068
S 0.060 -1.484 0.191
H -1.497 -2.350 1.554
H -2.084 -2.115 0.024
H 2.225 0.590 -0.080
H 0.841 2.399 -0.825
H 0.670 1.358 1.272

Calculated values
Kohn-Sham gap = 11.33 eV
LUMO energy = 0.0183 Eh
Calculated total energy = -971.13457 Eh
Charge = 0

Atomic partial charges in e from the Löwdin method, atoms 1 to 4: -0.06, -0.32, -0.30, -0.44

# 2
ORCA calculation (ωB97M-V/def2-TZVPD) on a 2-piece molecular cluster, H5NOSSi overall in a non-equilibrium geometry.

Positions of all 9 atoms, in Å:
N -1.787 -0.302 0.139
O 0.703 1.694 0.847
Si 1.008 0.596 -0.346
S 2.568 -0.729 0.369
H -1.753 -1.269 0.469
H -1.868 0.205 1.026
H -0.223 1.841 1.164
H 1.426 1.201 -1.600
H 2.877 0.209 1.455

Calculated values
Kohn-Sham gap (alpha / beta) = 7.01 / 7.02 eV
LUMO energy (alpha / beta) = -0.0455 / -0.0455 Eh
Calculated total energy = -820.60322 Eh
Charge = 0

Atomic partial charges in e from the Löwdin method, atoms 1 to 4: -0.10, -0.31, 0.39, 0.34

Look up the charge of the first one.
0

Which formula does entry 2 have?
H5NOSSi